[1]
{"formula": "C45H29Br2Cl4N6O5S2W", "method": "the ωB97M-V functional and the def2-TZVPD basis", "species": ["W", "Br", "Br", "Cl", "Cl", "Cl", "Cl", "S", "S", "O", "O", "O", "O", "O", "N", "N", "N", "N", "N", "N", "C", "C", "C", "C", "C", "C", "C", "C", "C", "C", "C", "C", "C", "C", "C", "C", "C", "C", "C", "C", "C", "C", "C", "C", "C", "C", "C", "C", "C", "C", "C", "C", "C", "C", "C", "C", "C", "C", "C", "C", "C", "C", "C", "C", "C", "H", "H", "H", "H", "H", "H", "H", "H", "H", "H", "H", "H", "H", "H", "H", "H", "H", "H", "H", "H", "H", "H", "H", "H", "H", "H", "H", "H", "H"], "xyz": [[0.6006, -0.5753, -1.5510], [-4.1654, 2.0951, -6.3230], [1.4663, 1.9356, -5.9216], [-2.7382, -3.4737, 0.7657], [-3.9067, -5.7099, -1.1472], [-2.8800, -5.8951, -4.0953], [-0.6770, -3.8740, -5.1120], [1.4239, -0.5116, 0.8495], [0.1012, 1.7677, -0.7696], [0.7523, 0.5106, -3.2431], [-0.6512, -1.8088, -0.5918], [6.7837, -4.2913, -0.2337], [0.1654, -1.9542, -2.9544], [8.0039, -3.1096, -1.5589], [6.9631, -3.3679, -1.0008], [2.1396, -2.2118, -1.1351], [0.3983, 0.6592, 3.0185], [-1.5358, -0.0052, -2.2345], [-1.0473, 2.5256, 1.5383], [2.7371, 0.2408, -1.7792], [-2.7054, -4.6227, -1.7185], [6.1395, -1.1881, -1.5882], [-0.7994, -2.0321, 3.7545], [-0.9541, -2.1632, 6.5272], [-0.7753, -2.8473, -2.6429], [5.3640, 1.1187, -2.1423], [-3.0612, 6.7873, 3.2484], [-0.2071, 1.6550, 0.9281], [-0.0372, -1.3149, 5.9186], [-3.5831, 4.8320, 1.9544], [2.7092, -4.4595, -0.5958], [-3.9563, 0.6800, -3.4163], [-3.9079, 0.1043, -2.1768], [-1.7819, 3.5345, 0.7644], [-1.7919, -2.9433, 5.7491], [-2.1931, -3.6514, -0.8568], [0.4654, 0.6656, 1.6767], [4.0472, -4.2095, -0.7366], [-0.2880, 0.8692, -3.9800], [0.0470, -1.2464, 4.5353], [5.8226, -2.4501, -1.2373], [-1.3876, 1.8587, -5.8850], [-0.2085, 1.5070, -5.1892], [3.7809, -0.6009, -1.6139], [-1.5660, 0.5956, -3.4492], [1.0470, -0.3280, 3.8774], [2.9976, 1.4860, -2.1466], [-2.6216, 1.5944, -5.3627], [-0.3471, 1.7068, 3.7031], [-2.2469, -4.7002, -3.0355], [1.7775, -3.4354, -0.7829], [4.4660, -2.9021, -1.0603], [-1.3147, 5.5990, 2.1037], [-1.5242, 2.1405, 2.8600], [3.4632, -1.9476, -1.2628], [5.1089, -0.2162, -1.7823], [-2.6673, -0.2311, -1.6053], [-1.7129, -2.8766, 4.3627], [-1.2769, -3.8122, -3.5066], [-3.9932, 5.8828, 2.7646], [-1.2410, -2.7674, -1.3363], [4.3029, 1.9626, -2.3254], [-2.7530, 0.9590, -4.0994], [-2.2438, 4.6820, 1.6206], [-1.7198, 6.6454, 2.9161], [-2.6272, 3.0653, 0.2478], [-0.2685, 5.4925, 1.8389], [-4.3130, 4.1253, 1.5760], [0.3114, 2.5557, 3.9129], [-4.9023, 0.9329, -3.8752], [-0.7039, 1.2990, 4.6494], [1.7655, -0.8890, 3.2835], [2.1553, 2.1364, -2.3135], [4.4403, 2.9942, -2.6147], [-2.6031, -0.6887, -0.6273], [2.3502, -5.4445, -0.3356], [6.3837, 1.4555, -2.2767], [-3.3794, 7.6074, 3.8780], [4.7772, -4.9893, -0.5901], [-0.9920, 7.3566, 3.2835], [-5.0398, 5.9930, 3.0148], [-2.0194, 2.9901, 3.3222], [7.1760, -0.9132, -1.7207], [-0.7367, -1.9862, 2.6717], [-1.1047, 3.9059, -0.0034], [-1.0117, -2.2112, 7.6064], [-2.2474, 1.3204, 2.7748], [-2.3631, -3.4964, 3.7597], [-4.8110, -0.1130, -1.6250], [1.6126, 0.2180, 4.6372], [0.6214, -0.7054, 6.5271], [-2.5060, -3.6064, 6.2190], [0.7283, -3.6232, -0.6287], [-1.2989, 2.3516, -6.8427]], "lowdin_charge": [1.58, 0.82, 0.82, 0.75, 0.70, 0.70, 0.75, 0.79, 0.80, -0.33, -0.35, 0.09, -0.21, 0.11, -0.34, -0.06, -0.10, -0.03, -0.09, -0.03, -0.70, 0.09, -0.03, -0.07, -0.37, 0.04, -0.08, -0.60, -0.04, -0.05, 0.02, 0.01, 0.00, -0.13, -0.08, -0.61, -0.60, 0.05, -0.37, -0.22, -0.05, -0.14, -0.59, -0.14, -0.15, -0.12, -0.10, -0.62, -0.09, -0.69, -0.06, -0.04, -0.04, -0.10, -0.14, -0.11, -0.08, -0.08, -0.61, -0.07, -0.42, 0.01, -0.17, -0.25, -0.07, 0.13, 0.12, 0.12, 0.14, 0.09, 0.14, 0.08, 0.07, 0.12, 0.12, 0.13, 0.13, 0.11, 0.12, 0.11, 0.11, 0.13, 0.14, 0.09, 0.09, 0.11, 0.15, 0.08, 0.12, 0.13, 0.11, 0.11, 0.12, 0.10], "s2": 2.01, "largest_force_ev_per_a": 0.7, "de_lowest_kcal_mol": 0.0, "orbital_gap_ha": [0.2079, 0.2387], "total_charge": 1, "multiplicity": 3}

[2]
{"formula": "C45H29N8TeW", "method": "the ωB97M-V functional and the def2-TZVPD basis", "species": ["W", "Te", "N", "N", "N", "N", "N", "N", "N", "N", "C", "C", "C", "C", "C", "C", "C", "C", "C", "C", "C", "C", "C", "C", "C", "C", "C", "C", "C", "C", "C", "C", "C", "C", "C", "C", "C", "C", "C", "C", "C", "C", "C", "C", "C", "C", "C", "C", "C", "C", "C", "C", "C", "C", "C", "H", "H", "H", "H", "H", "H", "H", "H", "H", "H", "H", "H", "H", "H", "H", "H", "H", "H", "H", "H", "H", "H", "H", "H", "H", "H", "H", "H", "H"], "xyz": [[-0.4603, -0.3718, 0.5832], [0.9840, 1.1663, -1.0736], [-2.8779, 0.2845, -1.6845], [0.1574, 0.5961, 2.2013], [2.1358, -0.5780, 2.5447], [0.9088, -1.7885, 0.8625], [0.4052, -2.9114, -1.2343], [-1.2683, -1.3019, -0.9668], [-1.3196, 2.4382, 2.2432], [-1.8715, 0.9978, 0.3965], [1.1967, 0.1792, 3.0371], [4.5191, 2.2002, -3.6064], [-2.3102, 3.2714, 0.1644], [1.9054, 0.8191, 5.4433], [-2.7003, -1.8237, 1.5619], [2.0508, -1.1449, 1.3556], [-3.6854, -2.0555, -3.6532], [3.4155, 1.9787, -2.8688], [3.2124, 0.8338, -1.9569], [5.7388, 1.4414, -3.6114], [4.3849, 0.6252, -0.9508], [-2.2696, -3.0673, 1.0580], [-3.3489, 3.3222, -2.0567], [-1.5922, -3.9829, -3.4796], [-2.5428, 1.2192, -0.8232], [-4.0481, -1.2842, 1.1860], [-3.3595, 4.7015, -1.9584], [-0.7918, -2.4922, -1.5269], [4.9780, -0.3423, -2.0335], [2.7961, -1.6336, -2.1569], [-1.9796, -1.2517, 2.6392], [-2.6819, -1.9386, -2.7017], [5.9700, 0.3183, -2.9068], [-2.5856, -4.0733, -4.4451], [0.4335, 2.4787, 6.4335], [3.0167, -0.9921, 0.2997], [-2.3389, 4.6627, 0.2524], [-1.6634, -2.9241, -2.5853], [-0.5086, 1.6401, 2.8709], [1.1214, 0.8674, 4.2979], [1.5404, 1.6343, 6.5070], [3.5633, -0.5095, -2.6703], [-3.6268, -3.1468, -4.5102], [-0.9534, -1.9869, 3.2654], [0.0206, 1.7648, 4.2054], [3.9763, -0.0232, 0.2883], [-0.5789, -3.2275, 2.7710], [-0.3358, 2.5669, 5.2794], [-1.2178, -3.7525, 1.6482], [1.2170, -2.2772, -0.4024], [-2.3799, -0.9128, -1.7407], [-1.7875, 2.2597, 1.0267], [-2.8533, 5.3587, -0.8312], [2.4762, -1.7350, -0.8380], [-2.7989, 2.6091, -0.9956], [0.1788, 3.0858, 7.2885], [4.5125, 3.0654, -4.2538], [3.5252, -0.4578, -3.7559], [-4.3958, -3.2790, -5.2556], [6.9480, -0.1395, -2.9485], [-0.9493, -4.7356, 1.2906], [-2.4146, -0.3912, 3.1524], [-4.4745, -1.3232, -3.7205], [6.5345, 1.8381, -4.2263], [-3.7184, 2.8079, -2.9286], [2.3026, -2.2965, -2.8532], [-4.2113, -0.2784, 1.5704], [-1.1850, 3.2272, 5.2179], [4.3026, 0.3872, 1.2325], [-4.7972, -1.9341, 1.6472], [-3.7554, 5.2805, -2.7765], [-2.8592, -3.5448, 0.2844], [2.5888, 2.6696, -2.9622], [2.1283, 1.6127, 7.4113], [4.9717, 1.5219, -0.7648], [-4.2324, -1.3058, 0.1130], [-2.8601, 6.4373, -0.8162], [-1.9507, 5.1665, 1.1241], [5.3722, -1.2667, -1.6178], [-2.5579, -4.8778, -5.1633], [2.7646, 0.1692, 5.4980], [-0.5259, -1.6276, 4.1936], [-0.7931, -4.7031, -3.4230], [0.1635, -3.8140, 3.2890]], "lowdin_charge": [1.42, 1.14, 0.25, -0.10, 0.26, -0.04, 0.25, -0.10, 0.26, -0.09, -0.24, -0.05, -0.09, 0.04, -0.32, -0.25, 0.04, -0.12, -0.41, -0.05, -0.17, -0.05, 0.05, 0.04, -0.24, -0.02, 0.01, -0.24, -0.15, 0.09, -0.12, -0.08, -0.01, 0.00, 0.00, -0.14, 0.05, -0.08, -0.21, -0.09, 0.00, -0.17, 0.00, -0.08, -0.08, 0.10, -0.06, 0.04, -0.05, -0.25, -0.22, -0.21, 0.01, -0.14, -0.09, 0.13, 0.12, 0.17, 0.13, 0.13, 0.13, 0.13, 0.13, 0.12, 0.13, 0.15, 0.09, 0.13, 0.15, 0.12, 0.13, 0.14, 0.08, 0.13, 0.17, 0.08, 0.13, 0.13, 0.16, 0.13, 0.13, 0.12, 0.13, 0.13], "largest_force_ev_per_a": 3.1, "de_lowest_kcal_mol": 91.6, "orbital_gap_ha": [0.1683, 0.1678], "total_charge": 3}

> Number 1 is which compound?

C45H29Br2Cl4N6O5S2W